A structure of composition C41H50AlF40I3O8P in a non-equilibrium geometry. Source: OMol25; level of theory: wB97M-V/def2-TZVPD.

As for the net charge: -1. For the HOMO energy, the calculation gives -3.82 eV. Its HOMO-LUMO gap is 0.193 Ha.

CARTESIAN COORDINATES (ANGSTROEM)
C -1.36234 1.74036 1.88421
C -0.35659 2.41542 2.52143
C 0.89917 2.60540 1.75729
O 0.97325 3.39248 0.82158
O 1.95261 1.85525 2.06943
C 1.86619 1.03055 3.26032
C 3.12747 0.17100 3.34383
C 2.84131 -1.33893 3.47630
C 3.20599 -2.16818 2.23015
C 1.93157 -2.60048 1.51658
C 1.04943 -1.41514 1.08975
Al 0.25058 -1.62674 -0.74998
C -0.44328 0.13774 -1.46264
C -1.94594 0.35455 -1.60946
C -2.20661 1.83505 -2.00683
I -2.58845 1.99623 -4.13102
C -1.05756 -3.21502 -0.77945
I -1.53684 -3.92547 1.22622
C -2.29043 -3.02450 -1.65141
C -3.52901 -2.53496 -0.92897
I -2.84231 -5.01650 -2.46467
P 2.08544 -2.26852 -2.17225
C 2.36452 -0.90679 -3.39891
O 3.53517 -2.25972 -1.27103
H -1.79653 2.17955 0.99876
H -1.71729 0.80323 2.28130
H -0.49879 2.83614 3.50890
H 1.00030 0.38758 3.24703
H 1.80231 1.65479 4.14644
H 3.73436 0.52610 4.16389
H 3.67290 0.33761 2.42562
H 1.79784 -1.49659 3.71279
H 3.42887 -1.72233 4.30181
H 3.83823 -1.61667 1.54498
H 3.67977 -3.07071 2.58942
H 1.37439 -3.18630 2.24195
H 2.14398 -3.28321 0.70313
H 0.23339 -1.31287 1.80396
H 1.65554 -0.51378 1.08731
H -0.08374 0.90580 -0.77733
H 0.00461 0.37746 -2.42382
H -2.35968 -0.23224 -2.41235
H -2.46155 0.19409 -0.66985
H -1.29499 2.38963 -1.88531
H -3.01253 2.28124 -1.44552
H -0.51335 -4.05039 -1.18655
H -2.05376 -2.44821 -2.53060
H -4.21066 -2.00172 -1.58354
H -3.27711 -1.86194 -0.12277
H -4.08229 -3.36619 -0.53024
H 2.24249 0.08517 -2.97866
H 3.36124 -0.98239 -3.82075
H 1.66385 -1.02656 -4.21361
H 3.83594 -1.34930 -1.17892
C -1.03232 5.42829 -5.19709
C -1.13639 5.28675 -6.72676
C 0.15515 5.42437 -7.53591
F 0.71167 6.64373 -7.39077
F -0.12637 5.26188 -8.85304
F -2.07193 6.14424 -7.19629
F -1.59599 4.03012 -6.97195
O -1.37562 6.68968 -4.62744
C -0.45895 7.70304 -4.52277
C -0.87116 8.92412 -5.34913
F -0.98946 8.61133 -6.65226
F 0.07851 9.88488 -5.23594
F 0.78374 7.28977 -4.82838
F -0.43965 8.09042 -3.22586
H -1.78248 4.74866 -4.79453
H -0.07963 5.06115 -4.81673
H 0.87928 4.66064 -7.24063
H -1.82529 9.31747 -4.99316
C -8.68467 -0.31858 0.35390
C -7.20451 -0.12321 -0.01976
C -6.88543 0.56084 -1.34788
F -7.35554 -0.13595 -2.39881
F -5.54188 0.64018 -1.47316
F -6.56845 -1.30703 0.05577
F -6.66767 0.67926 0.94289
O -9.25979 -1.59442 0.11646
C -9.79392 -1.92171 -1.10636
C -9.03764 -3.07970 -1.76408
F -7.74635 -2.76278 -1.94949
F -9.58851 -3.33561 -2.97439
F -9.87405 -0.84931 -1.91628
F -11.06131 -2.34063 -0.88265
H -8.71561 -0.21803 1.43773
H -9.31018 0.48499 -0.03383
H -7.30012 1.57300 -1.37898
H -9.09750 -3.97506 -1.14192
C 7.70938 -6.60095 1.11298
C 6.17578 -6.60446 1.24975
C 5.43941 -5.29748 0.94589
F 5.81453 -4.31390 1.78801
F 4.11439 -5.49232 1.10472
F 5.84075 -7.05965 2.47754
F 5.71717 -7.52018 0.35036
O 8.48458 -6.45249 2.29684
C 8.79343 -5.21210 2.79981
C 8.18687 -4.99761 4.18960
F 6.84888 -5.10360 4.15349
F 8.49973 -3.75384 4.62418
F 8.45655 -4.23136 1.94745
F 10.14118 -5.16830 2.93932
H 7.96142 -7.60100 0.76545
H 8.04268 -5.92415 0.32735
H 5.61805 -4.97675 -0.08484
H 8.58086 -5.73510 4.89232
C 5.86869 3.84845 -1.25141
C 6.14215 2.47297 -0.61045
C 6.29770 1.27118 -1.54765
F 5.18101 1.04057 -2.25790
F 6.54653 0.16479 -0.80523
F 5.20220 2.21772 0.31773
F 7.33382 2.58967 0.05118
O 4.53069 4.31178 -1.28027
C 3.67604 3.96304 -2.30314
C 2.49851 3.13556 -1.79466
F 2.92854 2.00543 -1.20758
F 1.71074 2.78038 -2.84604
F 4.33909 3.34572 -3.30493
F 3.18421 5.11506 -2.81446
H 6.37571 4.56150 -0.60365
H 6.34899 3.94279 -2.22522
H 7.13575 1.42150 -2.23488
H 1.90084 3.69451 -1.07415
C -4.29828 0.03578 4.43258
C -5.56000 -0.13887 5.30118
C -5.41543 0.09911 6.80595
F -4.55031 -0.76311 7.36918
F -6.62128 -0.08495 7.40155
F -6.10111 -1.35444 5.07463
F -6.46757 0.78535 4.86653
O -3.58072 -1.12901 4.06750
C -2.63199 -1.64365 4.91605
C -3.00093 -3.04672 5.39882
F -4.18467 -3.03626 6.04550
F -2.05614 -3.48197 6.26470
F -2.39479 -0.79368 5.93951
F -1.48051 -1.75200 4.22456
H -4.65824 0.42549 3.48545
H -3.63734 0.80497 4.83297
H -5.08524 1.12230 7.00601
H -3.06339 -3.73257 4.55138

Here are the Mulliken charges for atoms 1 to 4, given in e: atom 1 (C): -0.57, atom 2 (C): -0.37, atom 3 (C): 0.46, atom 4 (O): -0.66



A structure of composition C41H51BN6O2S2Si4Ti. Source: OMol25; level of theory: wB97M-V/def2-TZVPD.

The value obtained for the energy relative to the best compared isomer or geometry (same formula, charge and spin) is 1.394 eV. As for the net charge: -2. The multiplicity is 3. For the HOMO energy (spin up / spin down), the calculation gives 0.02 / -1.41 eV. As for the expectation value of S²: 2.050. Its HOMO-LUMO gap (spin up / spin down) is 0.154 / 0.207 Ha.

CARTESIAN COORDINATES (ANGSTROEM)
Ti -0.12431 -0.60937 -0.91081
C -2.85512 -1.86323 2.39123
C -1.71716 -1.41760 1.76619
N -1.39775 -1.67281 0.46187
C -2.29282 -2.50251 -0.20130
C -3.52087 -2.95114 0.35392
C -3.80448 -2.61715 1.70327
C -4.38654 -3.71074 -0.45476
C -4.05024 -4.01134 -1.76335
C -2.83821 -3.59287 -2.29565
C -1.94132 -2.86042 -1.50909
N -0.72787 -2.34813 -1.96328
C 0.04117 -3.19781 -2.72002
C -0.01289 -4.58245 -2.59214
C 0.83543 -5.43542 -3.30958
C 1.76527 -4.95506 -4.19070
C 1.84897 -3.55839 -4.38660
C 2.78244 -2.97597 -5.27304
C 2.81035 -1.62325 -5.43862
C 1.87874 -0.84508 -4.72171
N 1.00801 -1.34659 -3.89002
C 0.98715 -2.68180 -3.68138
H -3.00455 -1.58618 3.42827
H -1.03183 -0.78279 2.29863
H -4.72208 -2.95399 2.16926
H -5.33042 -4.04375 -0.03581
H -4.73944 -4.57515 -2.38341
H -2.57146 -3.83484 -3.31697
H -0.70519 -5.01337 -1.88124
H 0.75566 -6.50386 -3.13648
H 2.43531 -5.61301 -4.73198
H 3.47373 -3.62234 -5.80370
H 3.52568 -1.14173 -6.09327
H 1.87145 0.23548 -4.83567
C 5.21464 -2.15340 -0.27758
S 4.82167 -0.94926 -1.55474
C 3.09866 -0.63523 -1.23828
S 2.09673 -1.82181 -0.53043
N 2.71853 0.51092 -1.69770
N 1.34633 0.64197 -1.72908
C 0.93218 1.62282 -2.52684
C -0.38556 1.56050 -2.99310
C -0.96910 2.46882 -3.90493
C -2.22663 2.23044 -4.38526
C -2.92356 1.08051 -3.95965
C -2.32781 0.25885 -3.03133
N -1.10913 0.48786 -2.52576
H 6.26050 -2.42408 -0.42650
H 5.09172 -1.72270 0.71566
H 4.58897 -3.03881 -0.36797
H 1.63141 2.37299 -2.88201
H -0.40043 3.33715 -4.21401
H -2.68423 2.91929 -5.08588
H -3.91561 0.85046 -4.32191
H -2.83886 -0.61450 -2.64027
O -2.86751 0.72043 -0.05076
B -1.48692 1.02237 -0.25359
O -1.40009 2.43926 -0.40994
C -2.66690 2.92480 -0.39018
C -3.10080 4.22205 -0.54507
C -4.47856 4.44418 -0.47358
C -5.36623 3.40011 -0.24883
C -4.91553 2.08758 -0.08745
C -3.55778 1.87907 -0.16823
H -2.39697 5.02598 -0.71413
H -4.86084 5.45065 -0.59321
H -6.42817 3.60744 -0.19621
H -5.59001 1.26138 0.09326
C 3.15250 3.18536 3.11236
Si 2.74462 2.15887 1.55259
C 2.55134 3.46828 0.19961
C 4.41025 1.30513 1.26599
Si 0.85689 0.71615 1.65228
Si 1.52263 -0.71962 3.43862
C 2.76939 0.01816 4.67720
C 0.10626 -1.29513 4.57731
C 2.31700 -2.34383 2.88917
Si -0.39879 2.21732 3.01698
C 0.14923 2.41903 4.83359
C -0.40790 4.01324 2.39153
C -2.22146 1.73380 3.24501
H 4.04555 3.76974 2.86006
H 3.39751 2.56080 3.97176
H 2.37402 3.88483 3.40989
H 3.22286 4.31131 0.39355
H 1.52759 3.84292 0.14256
H 2.80949 3.02944 -0.76429
H 5.20277 2.06216 1.30290
H 4.46757 0.82189 0.29694
H 4.62442 0.56523 2.03853
H 2.33900 0.85399 5.23099
H 3.68670 0.36158 4.20188
H 3.03642 -0.76205 5.39906
H -0.63476 -0.52551 4.79528
H 0.54142 -1.62291 5.52787
H -0.41730 -2.14249 4.13320
H 3.24680 -2.18515 2.34310
H 1.64877 -2.90010 2.22951
H 2.52544 -2.95498 3.77527
H 1.17456 2.76162 4.94589
H 0.03483 1.49106 5.39663
H -0.50822 3.16847 5.29057
H 0.56572 4.49082 2.51216
H -1.13779 4.58305 2.97734
H -0.67907 4.07794 1.34330
H -2.30208 0.92444 3.97621
H -2.71780 1.38940 2.34057
H -2.77535 2.59234 3.64044

Here are the Mulliken charges for atoms 1 to 4, given in e: atom 1 (Ti): -0.96, atom 2 (C): -0.70, atom 3 (C): -0.85, atom 4 (N): 0.69



A structure of composition C41H51BrIrN3O5PSSi in a non-equilibrium geometry. Source: OMol25; level of theory: wB97M-V/def2-TZVPD.

As for the net charge: +2. The multiplicity is 2. For the HOMO energy (spin up / spin down), the calculation gives -13.44 / -13.44 eV. As for the expectation value of S²: 0.754. Its HOMO-LUMO gap (spin up / spin down) is 0.291 / 0.205 Ha.

CARTESIAN COORDINATES (ANGSTROEM)
Ir 0.47867 0.25815 0.36448
N 1.48031 2.74170 1.79468
P 1.30507 1.13821 2.27793
C 0.08113 1.19801 3.60086
C -0.92676 2.16139 3.59412
C -1.90327 2.14571 4.57621
C -1.88473 1.16393 5.55962
C -0.87548 0.21093 5.57823
C 0.10466 0.22356 4.59794
C 2.83258 0.72512 3.10269
C 3.13514 1.41916 4.27776
C 4.32058 1.14629 4.93727
C 5.19002 0.18135 4.44142
C 4.87937 -0.51927 3.28567
C 3.69936 -0.24790 2.60944
C 1.02358 3.16295 0.57315
C 1.23989 4.46569 0.11675
C 0.71397 4.84175 -1.08838
C -0.04584 3.92615 -1.82725
C -0.21051 2.66659 -1.33043
N 0.33043 2.27106 -0.15085
H 2.22237 3.29341 2.20254
H -0.93671 2.93313 2.83350
H -2.67358 2.90514 4.58276
H -2.65683 1.14618 6.31728
H -0.84978 -0.53850 6.35806
H 0.89880 -0.51406 4.62052
H 2.44877 2.15317 4.68326
H 4.56303 1.68055 5.84572
H 6.11591 -0.02347 4.96192
H 5.55676 -1.27257 2.90715
H 3.45592 -0.77737 1.69971
H 1.82320 5.14891 0.71740
H 0.87908 5.84272 -1.46347
H -0.49056 4.19810 -2.77322
H -0.79402 1.92408 -1.84587
C -0.61227 -2.15289 -3.23988
C -0.36702 -0.67236 -2.99628
C -1.11372 0.17871 -4.01238
C 1.11207 -0.36685 -3.00280
O -0.83232 -0.33753 -1.61868
Si -2.37813 -0.42835 -1.02793
S -1.78067 0.36971 0.92397
O -2.80040 -1.95538 -1.00717
C -3.76288 -2.99349 -0.68026
C -4.77031 -2.46812 0.32676
C -2.97660 -4.16675 -0.11157
C -4.43646 -3.39416 -1.98234
O -3.36180 0.57729 -1.77225
C -4.35603 1.62042 -1.53551
C -5.34813 1.13960 -0.49179
C -5.03246 1.85308 -2.87398
C -3.63723 2.87585 -1.06651
H -0.14797 -2.44552 -4.18122
H -1.67730 -2.37502 -3.30082
H -0.17961 -2.75131 -2.43550
H -0.80421 -0.11681 -5.01452
H -0.88946 1.23887 -3.89004
H -2.19196 0.03939 -3.93596
H 1.55734 -0.64990 -3.95562
H 1.59863 -0.93252 -2.21072
H 1.30266 0.69581 -2.83689
H -4.26114 -2.00313 1.17449
H -5.37600 -3.29199 0.70372
H -5.43833 -1.73810 -0.12685
H -2.67048 -3.97121 0.91498
H -2.09314 -4.35135 -0.72448
H -3.59371 -5.06462 -0.12022
H -4.93663 -2.53980 -2.44018
H -5.18310 -4.16378 -1.78620
H -3.70830 -3.80010 -2.68517
H -5.82242 0.21388 -0.81391
H -6.12772 1.88787 -0.35270
H -4.85824 0.97388 0.47176
H -5.53599 0.94761 -3.21247
H -4.29969 2.14725 -3.62568
H -5.77268 2.64765 -2.78257
H -3.05294 2.67571 -0.16414
H -4.36450 3.65374 -0.83523
H -2.97174 3.25050 -1.84389
Br -1.42079 -2.04522 2.60688
C -0.01807 -2.68269 1.52941
C 0.17259 -4.05325 1.54704
C 1.23424 -4.59109 0.84666
C 2.08583 -3.73158 0.17719
C 1.83372 -2.37835 0.21328
N 0.77709 -1.82874 0.86242
H -0.49484 -4.67560 2.12401
H 1.40284 -5.65974 0.84568
H 2.94631 -4.09917 -0.36330
H 2.48936 -1.67217 -0.27172
O 3.27716 2.30715 -0.40111
C 3.34420 1.12027 -0.64294
O 2.47618 0.21730 -0.20609
C 4.49856 0.56387 -1.41710
C 5.60151 1.39165 -1.61154
C 6.67391 0.95161 -2.36965
C 6.65239 -0.31315 -2.94104
C 5.56562 -1.15043 -2.73197
C 4.49655 -0.71750 -1.96258
H 5.60555 2.37995 -1.17391
H 7.52482 1.60185 -2.52141
H 7.48475 -0.64874 -3.54506
H 5.55220 -2.14328 -3.16208
H 3.66076 -1.37863 -1.79104

Here are the Mulliken charges for atoms 1 to 4, given in e: atom 1 (Ir): 1.47, atom 2 (N): 0.43, atom 3 (P): 1.60, atom 4 (C): 0.25



A structure of composition C41H52BClMoN10OS4. Source: OMol25; level of theory: wB97M-V/def2-TZVPD.

The value obtained for the energy relative to the best compared isomer or geometry (same formula, charge and spin) is 2.115 eV. As for the net charge: +2. The multiplicity is 3. For the HOMO energy (spin up / spin down), the calculation gives -12.01 / -12.14 eV. As for the expectation value of S²: 2.040. Its HOMO-LUMO gap (spin up / spin down) is 0.245 / 0.251 Ha.

CARTESIAN COORDINATES (ANGSTROEM)
Mo -0.31229 0.68823 -0.37366
Cl -5.42043 4.06572 3.45293
C -4.43010 3.01319 2.50714
C -4.62898 1.63754 2.56446
C -3.83401 0.81067 1.80110
C -2.82285 1.32271 0.98060
O -2.12024 0.42743 0.26161
C -2.61467 2.70961 0.93647
C -1.59648 3.38693 0.07861
N -0.85661 2.60497 -0.77296
C -0.54324 3.03132 -2.06417
C -0.53979 4.33204 -2.56745
C -0.09242 4.55884 -3.86487
C 0.37424 3.51480 -4.65264
C 0.34546 2.20796 -4.17748
C 0.91888 1.06308 -4.87861
C 0.68889 -0.17433 -4.44711
C -0.30358 -0.38264 -3.32527
N -0.29045 0.69319 -2.34960
C -0.17098 1.97005 -2.90191
C -3.44835 3.53739 1.69461
H -5.40917 1.23236 3.19404
H -3.98097 -0.26210 1.81140
H -2.01037 4.27198 -0.39769
H -0.87269 5.16850 -1.96427
H -0.08843 5.56758 -4.25370
H 0.77206 3.71640 -5.63830
H 1.56831 1.24379 -5.72559
H 1.13360 -1.03861 -4.92273
H -1.30674 -0.43460 -3.76360
H -3.31943 4.61253 1.65303
C 0.06057 -0.31030 6.06569
C -1.10318 -0.09193 5.10426
C -1.22417 1.38356 4.74137
C -2.43260 -0.52340 5.73053
N -0.86678 -0.98462 3.90650
C -1.06928 -2.35049 4.01823
C -0.82323 -2.90343 2.81938
N -0.46835 -1.88676 1.95069
B -0.08742 -2.05248 0.48472
N 1.33393 -2.52424 0.23937
C 1.84239 -3.79987 0.37674
C 3.13985 -3.75977 0.02798
N 3.44460 -2.45585 -0.32903
C 2.32647 -1.70430 -0.19536
S 2.20811 -0.01461 -0.56506
C 4.80293 -2.01371 -0.80673
C 5.74611 -3.21358 -0.78733
C 4.68832 -1.50968 -2.24452
C 5.34985 -0.95316 0.14579
N -1.20126 -2.75093 -0.35926
C -2.36611 -3.31165 0.08972
C -3.17967 -3.48768 -0.97626
N -2.51897 -3.03642 -2.09279
C -1.31838 -2.56661 -1.69463
S 0.07540 -2.03585 -2.62741
C -3.18768 -2.95054 -3.44824
C -2.18455 -3.19783 -4.57244
C -4.26027 -4.03610 -3.52965
C -3.84426 -1.57178 -3.54135
C -0.43996 -0.72184 2.65324
S 0.22700 0.76935 2.08214
H -0.09980 0.28093 6.96661
H 1.00104 0.00376 5.61130
H 0.14874 -1.35571 6.36196
H -1.53852 1.90550 5.64502
H -1.97325 1.55792 3.96812
H -0.27987 1.81062 4.42051
H -2.68226 0.17277 6.52908
H -2.39354 -1.51574 6.17523
H -3.23498 -0.49416 4.99231
H -1.37387 -2.81249 4.93659
H -0.86009 -3.93596 2.52127
H -0.02195 -1.00454 -0.03656
H 1.24023 -4.62961 0.70142
H 3.86491 -4.54813 0.00501
H 5.41797 -4.00655 -1.45922
H 5.88047 -3.61601 0.21685
H 6.72000 -2.87477 -1.13564
H 4.26878 -2.28668 -2.88538
H 5.68596 -1.27212 -2.61247
H 4.07178 -0.61813 -2.32293
H 5.42281 -1.35078 1.15875
H 4.73216 -0.05945 0.16180
H 6.35050 -0.67234 -0.18143
H -2.55137 -3.52685 1.12471
H -4.16883 -3.89767 -1.01477
H -1.56585 -4.07171 -4.37076
H -1.53640 -2.34890 -4.76766
H -2.75060 -3.38887 -5.48274
H -3.83785 -5.03308 -3.40303
H -4.70593 -3.98480 -4.52136
H -5.06991 -3.88745 -2.81858
H -3.16900 -0.77440 -3.23208
H -4.72806 -1.51977 -2.90502
H -4.15362 -1.38540 -4.56924
S -0.46125 4.41083 1.50804
C 1.21445 4.10319 1.20610
N 2.01687 4.08999 2.26274
C 3.46926 3.95778 2.17145
C 3.80377 3.09989 0.96305
C 3.13336 3.67032 -0.27454
N 1.71479 3.91873 -0.00370
H 1.57660 4.19537 3.16268
H 3.81465 3.48899 3.09082
H 3.92721 4.94720 2.10003
H 3.45686 2.07946 1.14034
H 4.88175 3.06963 0.81294
H 3.19481 2.97991 -1.11564
H 3.60382 4.61016 -0.57273
H 1.08564 3.98914 -0.78996

Here are the Mulliken charges for atoms 1 to 4, given in e: atom 1 (Mo): -0.63, atom 2 (Cl): -0.21, atom 3 (C): -0.06, atom 4 (C): -0.79